1.
Entry from OMol25: a cluster of 2 separate species, H2N2O2S in total at a distorted geometry (the ωB97M-V functional and the def2-TZVPD basis).

Structure (XYZ):
```
7
H2N2O2S | OMol25 | the ωB97M-V functional and the def2-TZVPD basis
N -0.46 0.28 0.12
N -0.65 0.99 -0.82
O -3.93 -0.18 -1.10
O -2.98 0.35 1.14
S -2.96 -0.48 -0.07
H 0.36 0.42 0.73
H -0.15 1.85 -1.09
```

## Properties
- relative energy (zero: lowest compared OMol25 entry of this formula, charge and spin) (kcal/mol) = 11.18
- E_HOMO (eV) = -9.540
- HOMO-LUMO gap (eV) = 9.114
- E_tot (Ha) = -659.2861
- 2S+1 = 1

***

2.
Entry from OMol25: a cluster of 9 separate species, C18H53FN17O10 in total at a distorted geometry (the ωB97M-V functional and the def2-TZVPD basis).

Structure (XYZ):
```
99
C18H53FN17O10 | OMol25 | the ωB97M-V functional and the def2-TZVPD basis
C 5.82 2.40 -0.12
C 4.66 1.43 -0.52
C 3.39 1.80 0.28
O 2.68 0.67 0.81
C 1.63 0.23 0.03
C 1.23 -1.19 0.55
O -0.04 -1.20 1.16
C -1.02 -0.90 0.15
C -0.87 0.58 -0.26
C -2.05 1.38 0.38
C -3.16 1.69 -0.64
C -4.46 2.09 0.04
F -5.47 2.07 -0.94
N 0.45 1.16 0.11
H 5.37 3.31 0.29
H 6.48 1.95 0.61
H 6.44 2.69 -0.97
H 4.49 1.40 -1.60
H 4.97 0.43 -0.20
H 2.75 2.49 -0.30
H 3.73 2.37 1.15
H 1.91 0.12 -1.03
H 1.28 -1.92 -0.26
H 1.96 -1.47 1.32
H -0.91 -1.59 -0.71
H -2.00 -1.11 0.57
H -1.02 0.63 -1.34
H -1.68 2.32 0.82
H -2.48 0.82 1.22
H -2.84 2.53 -1.26
H -3.35 0.81 -1.26
H -4.77 1.39 0.82
H -4.45 3.11 0.43
H 0.63 1.93 -0.54
H 0.43 1.53 1.07
C 6.39 2.35 3.57
O 7.19 2.69 2.71
N 6.51 2.69 4.88
N 5.30 1.58 3.25
H 5.85 2.41 5.59
H 7.30 3.25 5.14
H 5.22 1.31 2.29
H 4.61 1.25 3.90
C -4.10 -3.29 -0.14
O -3.64 -2.16 0.02
N -3.30 -4.38 -0.31
N -5.43 -3.53 -0.17
H -3.65 -5.31 -0.44
H -2.31 -4.23 -0.29
H -6.04 -2.74 -0.05
H -5.83 -4.44 -0.30
C 3.71 -0.20 6.30
O 3.23 0.53 5.42
N 4.69 -1.10 6.03
N 3.28 -0.16 7.58
H 5.09 -1.71 6.71
H 5.02 -1.16 5.08
H 2.55 0.49 7.80
H 3.65 -0.75 8.31
C 1.48 -2.64 3.78
O 1.88 -3.24 4.76
N 1.71 -1.31 3.58
N 0.76 -3.26 2.79
H 1.38 -0.80 2.79
H 2.26 -0.83 4.28
H 0.57 -4.23 2.90
H 0.43 -2.79 1.96
C -3.73 1.71 4.09
O -3.77 2.18 2.96
N -3.34 0.43 4.35
N -4.10 2.43 5.19
H -3.30 0.03 5.26
H -3.07 -0.14 3.56
H -4.40 3.38 5.03
H -4.08 2.07 6.12
C -2.85 -0.24 -4.13
O -1.84 0.22 -3.59
N -3.61 -1.21 -3.54
N -3.29 0.18 -5.33
H -4.44 -1.59 -3.95
H -3.32 -1.54 -2.63
H -2.75 0.90 -5.79
H -4.11 -0.17 -5.78
C -3.89 -2.58 -7.87
O -4.99 -2.25 -7.44
N -2.78 -2.52 -7.09
N -3.71 -3.01 -9.15
H -1.86 -2.76 -7.40
H -2.91 -2.19 -6.16
H -4.52 -3.06 -9.74
H -2.82 -3.28 -9.52
C 0.70 1.96 -5.86
O -0.31 2.61 -6.08
N 0.72 0.96 -4.92
N 1.87 2.18 -6.52
H 1.53 0.41 -4.72
H -0.14 0.79 -4.43
H 1.88 2.91 -7.21
H 2.71 1.66 -6.35
```

## Properties
- charge = +1
- E_HOMO (eV) = -11.573
- HOMO-LUMO gap (eV) = 9.247
- E_tot (Ha) = -2500.8705
- 2S+1 = 1

***

3.
Entry from OMol25: a structure of composition C24H33Cl2N4O3PmS at a distorted geometry (the ωB97M-V functional and the def2-TZVPD basis).

Structure (XYZ):
```
68
C24H33Cl2N4O3PmS | OMol25 | the ωB97M-V functional and the def2-TZVPD basis
O 2.29 1.51 -3.59
C 2.45 1.52 -4.79
C 2.96 2.64 -5.62
C 3.42 3.79 -4.95
H 3.62 3.74 -3.88
C 3.61 4.98 -5.65
H 3.89 5.88 -5.09
C 3.42 5.03 -7.04
H 3.53 5.99 -7.57
C 3.10 3.85 -7.73
H 3.00 3.88 -8.82
C 2.89 2.66 -7.03
H 2.68 1.73 -7.54
H 2.20 0.64 -5.41
C -2.00 0.80 -2.55
C -1.69 -0.16 -1.47
H -3.05 0.78 -2.88
H -1.35 0.61 -3.41
H -1.76 1.83 -2.24
C -2.49 -0.96 -0.80
C -4.01 -1.05 -0.90
H -2.14 -1.67 -0.05
H -4.38 -0.43 -1.72
H -4.51 -0.71 0.02
H -4.34 -2.08 -1.09
Pm 0.44 0.10 0.01
Cl -0.29 2.64 0.32
Cl 2.38 -0.37 -1.53
C -1.76 0.42 2.46
O -0.86 -0.36 2.01
N -2.41 0.23 3.59
C -2.09 -0.92 4.45
C -3.49 1.11 4.03
H -2.04 1.33 1.90
H -1.29 -1.50 4.00
H -3.00 -1.52 4.55
H -1.79 -0.53 5.43
H -3.62 1.89 3.27
H -3.24 1.57 4.99
H -4.42 0.54 4.14
H 0.84 -5.71 0.73
H 2.60 -5.85 -0.68
C 0.19 -5.17 0.03
C 2.19 -5.19 -1.46
N 1.06 -4.45 -0.91
H -0.46 -4.48 0.57
C 1.10 -3.12 -0.93
O 0.63 -2.39 0.01
H 2.96 -4.48 -1.78
H 1.62 -2.72 -1.81
H -0.43 -5.88 -0.53
H 1.91 -5.80 -2.32
N 3.04 -2.02 1.32
C 3.28 -0.78 1.75
N 2.31 0.14 1.84
C 2.71 1.20 2.65
C 1.92 2.28 3.07
C 2.41 3.15 4.04
C 3.69 2.97 4.58
C 4.50 1.90 4.15
C 4.03 1.06 3.15
S 4.83 -0.32 2.41
H 3.80 -2.67 1.18
H 2.07 -2.33 1.23
H 0.95 2.42 2.60
H 1.81 4.00 4.36
H 4.07 3.66 5.35
H 5.48 1.69 4.58
```

## Properties
- expectation value of S² = 6.006
- E_HOMO (alpha / beta) (eV) = -6.094 / -6.063
- HOMO-LUMO gap (alpha / beta) (eV) = 6.218 / 6.187
- E_tot (Ha) = -3306.1254
- 2S+1 = 5